{
  "formula": "C4H12N3",
  "method": "the ωB97M-V functional and the def2-TZVPD basis",
  "symbols": ["N", "C", "N", "H", "H", "H", "H", "C", "C", "C", "N", "H", "H", "H", "H", "H", "H", "H", "H"],
  "xyz": [[-1.55835, -3.13313, 1.53466], [-1.26238, -1.91485, 2.02037], [-0.58609, -1.03926, 1.36506], [-1.88295, -3.83222, 2.16969], [-1.04705, -3.45681, 0.73482], [-1.66822, -1.70808, 3.00646], [-0.54236, -0.18288, 1.91065], [0.88762, 3.18718, -1.08168], [1.02002, 1.73426, -0.76752], [0.39145, 0.78626, -1.43738], [0.55499, -0.62902, -1.04378], [0.21444, 3.37050, -1.91494], [0.50392, 3.72169, -0.21386], [1.85207, 3.63050, -1.32543], [1.67291, 1.45380, 0.05379], [-0.29609, 0.93900, -2.25538], [1.54213, -0.87533, -0.98300], [0.09896, -0.80383, -0.06699], [0.10497, -1.24779, -1.70555]],
  "forces_ev_per_angstrom": [[0.3, 0.3, 0.1], [0.0, -0.1, -0.3], [-0.1, 0.3, 0.3], [-0.2, -0.2, 0.1], [0.0, -0.1, -0.2], [0.0, 0.0, 0.0], [0.1, 0.0, -0.1], [0.0, 0.1, 0.1], [-0.1, 0.1, -0.3], [0.0, -0.1, 0.1], [0.2, 0.5, 0.1], [-0.1, -0.1, 0.0], [0.0, 0.0, 0.1], [0.1, -0.1, 0.0], [0.1, 0.0, 0.0], [0.0, 0.1, 0.0], [0.0, -0.1, -0.1], [-0.2, -0.4, 0.2], [0.0, -0.2, -0.2]],
  "mulliken_charge": [-0.3654, 0.0273, -0.6471, 0.2500, 0.2044, 0.3191, 0.1426, -1.1736, 0.0455, -0.3280, -0.2162, 0.3335, 0.3118, 0.3204, 0.3153, 0.2654, 0.3912, 0.4209, 0.3828],
  "multiplicity": 1,
  "total_charge": 1,
  "gap_ev": 10.83,
  "e_homo_ev": -13.69,
  "fmax_ev_per_a": 0.51,
  "e_tot_ev": -8806.562
}